*w*
Molecular formula: CH6N2O2
Method: DFT, the ωB97M-V functional and the def2-TZVPD basis

Values from the calculation:
SMILES string   NC(N)=O.O
Charge   0
Spin multiplicity   1
Frontier orbital gap   0.4015 Eh
LUMO level   0.6774 eV

Structure (XYZ):
```
11
Properties=species:S:1:pos:R:3:lowdin_charge:R:1
N 1.1147 0.2913 0.5493 0.109
C 0.4420 -0.9763 0.6990 -0.553
N -0.7663 -1.0135 -0.1206 0.098
O 0.7534 -1.8355 1.5074 0.047
H 1.1654 0.9285 -0.2410 0.065
H 1.9100 0.4255 1.2270 0.118
H -1.4918 -0.3853 -0.0150 0.046
H -1.1092 -1.9734 -0.2571 0.104
H -1.0092 2.1282 -0.6784 0.034
H -0.4852 0.7416 -1.3317 -0.031
O -0.5238 1.6689 -1.3388 -0.036
```

*x*
Molecular formula: CH6N2O2
Method: DFT, the ωB97M-V functional and the def2-TZVPD basis

Values from the calculation:
Charge   0
Spin multiplicity   1
Frontier orbital gap   0.3999 Eh
LUMO level   0.9368 eV

Structure (XYZ):
```
11
Properties=species:S:1:pos:R:3:lowdin_charge:R:1
N -0.7309 1.2319 1.3920 0.054
O -0.1179 0.5970 0.2784 -0.143
H 2.4690 1.1911 -1.2762 0.048
H -1.0704 0.4869 2.0091 0.078
H -1.5614 1.7110 1.0417 0.089
N 0.0524 -1.2487 -1.0196 0.184
C -0.4246 -0.7636 0.1439 -0.607
O -1.2138 -1.3202 0.8620 0.077
H 0.7215 -0.7041 -1.5343 0.076
H -0.1308 -2.2086 -1.2527 0.118
H 2.0069 1.0273 -0.6442 0.027
```

*w* is the most stable structure; the next one sits 0.0720 hartree above it.

*w*
Molecular formula: C3H5N2OS
Method: DFT, the ωB97M-V functional and the def2-TZVPD basis

Values from the calculation:
Charge   +1
Spin multiplicity   1
Frontier orbital gap   0.3824 Eh
LUMO level   -4.0587 eV

Structure (XYZ):
```
12
Properties=species:S:1:pos:R:3:lowdin_charge:R:1
C 0.5225 0.3380 -0.0601 -0.415
C -2.1002 -0.1974 -0.0122 -0.692
C 0.0941 -1.1222 0.0308 -0.048
N -0.4932 1.1268 0.0055 0.160
N 1.8377 0.5215 -0.0357 0.194
O -1.3140 -1.1981 -0.0169 0.010
S -3.5124 0.4021 0.0131 0.997
H 0.3857 -1.5322 -0.9141 0.140
H 0.6288 -1.6743 0.9232 0.204
H -0.6201 2.1398 0.2903 0.160
H 2.2969 -0.3098 -0.2378 0.093
H 2.2741 1.5056 0.0139 0.196
```

*x*
Molecular formula: C3H5N2OS
Method: DFT, the ωB97M-V functional and the def2-TZVPD basis

Values from the calculation:
Charge   +1
Spin multiplicity   1
Frontier orbital gap   0.3126 Eh
LUMO level   -6.0672 eV

Structure (XYZ):
```
12
Properties=species:S:1:pos:R:3:lowdin_charge:R:1
C 1.8187 -0.8106 0.3187 -0.302
C 0.7330 1.3098 -0.2804 -0.076
C -1.2089 -0.0925 0.2756 -0.455
N 1.6515 0.4978 -0.1209 0.158
N -0.6618 1.1086 0.1963 0.071
O 1.3227 -1.7910 -0.1817 0.055
S -2.7777 -0.5513 -0.0248 1.021
H 2.6085 -1.0229 1.1125 0.164
H 0.9719 2.2534 -0.8332 0.166
H -0.5928 -0.9485 0.0749 0.061
H -1.2784 1.8803 -0.0900 0.165
H -2.5867 -1.8332 -0.4470 -0.029
```

*w* is the most stable structure; the next one sits 0.0095 hartree above it.

*w*
Molecular formula: C3H10N4
Method: DFT, the ωB97M-V functional and the def2-TZVPD basis

Values from the calculation:
Charge   0
Spin multiplicity   1
Frontier orbital gap   0.2959 Eh
LUMO level   -0.2397 eV

Structure (XYZ):
```
17
Properties=species:S:1:pos:R:3:lowdin_charge:R:1
C 1.9251 -0.8443 -0.6077 -0.204
N 1.8786 -0.3918 0.7796 -0.077
H 1.3498 0.4757 0.8520 0.003
H 2.8162 -0.2170 1.1295 0.054
H 2.4735 -1.7860 -0.6632 0.063
H 0.9079 -1.0257 -0.9593 0.048
H 2.3997 -0.1382 -1.3071 0.067
C -1.1744 1.0196 -0.1411 -0.650
N -0.4347 1.7140 0.7197 0.020
C -2.0366 -1.2027 0.3452 0.105
N -1.4355 -0.1539 0.7041 0.035
N -1.6158 0.9817 -1.3408 0.079
H -0.1763 2.6521 0.4402 0.046
H -0.7963 0.3110 1.5216 0.182
H -1.4449 1.8441 -1.8473 0.033
H -2.4640 -1.2086 -0.6550 0.096
H -2.1721 -2.0300 1.0294 0.099
```

*x*
Molecular formula: C3H10N4
Method: DFT, the ωB97M-V functional and the def2-TZVPD basis

Values from the calculation:
SMILES string   [H]/N=C(/C)NN.C=N
Charge   0
Spin multiplicity   1
Frontier orbital gap   0.3407 Eh
LUMO level   0.8847 eV

Structure (XYZ):
```
17
Properties=species:S:1:pos:R:3:lowdin_charge:R:1
C 1.5176 -0.8894 0.7919 -0.053
C 0.7175 0.3837 0.8469 -0.463
N 0.7459 1.0540 1.9522 0.118
H 0.4524 2.0230 1.8359 0.040
H -0.7680 -0.9357 -0.1822 0.080
H 0.8724 -1.7357 0.5424 0.066
H 2.3163 -1.0194 0.0592 0.076
H 1.9120 -1.1886 1.7694 0.087
N 0.1729 0.9916 -0.3681 -0.153
N 0.8377 0.8038 -1.6098 0.022
C -1.8245 -0.3754 -0.2510 -0.175
N -2.6229 -0.9876 -1.0621 -0.014
H -0.0555 1.9751 -0.2201 0.124
H 1.3962 -0.0498 -1.6042 0.063
H 0.1162 0.6491 -2.3225 0.079
H -3.5669 -1.0328 -0.6699 0.027
H -2.2193 0.3342 0.4921 0.076
```

*w* is the most stable structure; the next one sits 0.0469 hartree above it.

*w*
Molecular formula: C3H10N4
Method: DFT, the ωB97M-V functional and the def2-TZVPD basis

Values from the calculation:
Charge   0
Spin multiplicity   1
Frontier orbital gap (alpha / beta)   0.2551 / 0.2925 Eh
LUMO level (alpha / beta)   -0.0002 / 0.1461 eV

Structure (XYZ):
```
17
Properties=species:S:1:pos:R:3:lowdin_charge:R:1
C -1.2711 0.6800 0.8530 -0.280
C 1.0367 -0.0690 0.0526 -0.469
C -0.2684 -0.3762 0.5245 -0.292
N 1.2906 1.1730 -0.2594 0.064
N 1.8605 -1.1862 -0.2465 0.090
N -0.6464 -1.6740 0.6581 0.152
N -1.7769 0.7154 -0.5150 -0.038
H 0.1630 1.5316 -1.6747 0.077
H 2.2103 1.2899 -0.6821 0.051
H 2.0057 -1.8052 0.5421 0.085
H 2.7466 -0.9247 -0.6547 0.081
H -1.6224 -1.8352 0.8549 0.103
H -0.2285 -2.3382 0.0177 0.100
H -2.0608 1.6782 -0.6995 0.022
H -0.6487 1.2148 -1.5803 0.043
H -2.0081 0.3393 1.5939 0.103
H -0.7822 1.5865 1.2156 0.107
```

*x*
Molecular formula: C3H10N4
Method: DFT, the ωB97M-V functional and the def2-TZVPD basis

Values from the calculation:
SMILES string   C[C@@H](N)/C(N)=N/N
Charge   0
Spin multiplicity   1
Frontier orbital gap   0.3365 Eh
LUMO level   0.7636 eV

Structure (XYZ):
```
17
Properties=species:S:1:pos:R:3:lowdin_charge:R:1
C -1.9337 0.6617 0.4301 -0.079
N 1.3796 -0.8332 0.3687 -0.081
C 0.5498 0.1067 -0.0453 -0.378
C -0.8575 -0.3883 0.2568 -0.417
N 2.7242 -0.6423 0.1363 -0.052
N 0.8773 1.4246 -0.2301 0.154
N -1.2595 -1.3640 -0.7770 0.016
H -0.3622 -1.0468 1.1636 0.172
H 2.9565 -0.6598 -0.8558 0.070
H 3.0552 0.2305 0.5396 0.058
H 1.8132 1.6188 -0.5578 0.084
H 0.1169 2.0348 -0.4966 0.092
H -1.9534 -1.9942 -0.3804 0.069
H -0.4441 -1.9543 -0.9616 0.062
H -2.8855 0.2046 0.7198 0.075
H -1.6590 1.3946 1.1947 0.077
H -2.1179 1.2067 -0.5051 0.079
```

*y*
Molecular formula: C3H10N4
Method: DFT, the ωB97M-V functional and the def2-TZVPD basis

Values from the calculation:
SMILES string   [H]/N=C(/N)NN(C)C
Charge   0
Spin multiplicity   1
Frontier orbital gap   0.3268 Eh
LUMO level   0.6390 eV

Structure (XYZ):
```
17
Properties=species:S:1:pos:R:3:lowdin_charge:R:1
C 2.0958 -0.9439 0.5429 -0.082
C 1.4572 1.2717 -0.6392 -0.126
C -1.3103 -0.1555 -0.0540 -0.516
H 2.7265 -0.0831 1.0141 0.068
H 1.4449 -1.6252 1.3289 0.113
H 2.9159 -1.6852 -0.1188 0.117
H 2.0271 1.9654 0.0663 0.073
H 2.2311 1.0417 -1.6141 0.118
H 0.5818 1.9510 -1.0294 0.099
H 0.1609 -1.1384 -1.5602 0.236
H -2.2189 0.7203 1.7423 0.186
H -0.4737 1.0135 1.8708 0.097
H -2.7111 -0.4703 -1.4506 -0.024
N 1.0004 -0.0207 -0.1040 -0.388
N -0.1218 -0.6737 -0.4981 -0.035
N -1.1499 0.5591 1.1893 0.019
N -2.6060 -0.2538 -0.4939 0.046
```

*x* is the most stable structure; the next one sits 0.0870 hartree above it.

*w*
Molecular formula: H7O3S
Method: DFT, the ωB97M-V functional and the def2-TZVPD basis

Values from the calculation:
Charge   -1
Spin multiplicity   1
Frontier orbital gap   0.2896 Eh
LUMO level   3.8987 eV

Structure (XYZ):
```
11
Properties=species:S:1:pos:R:3:lowdin_charge:R:1
S -0.4610 0.2863 -0.4962 0.113
H -1.0972 -0.8058 -0.0444 -0.341
H 0.0806 0.9740 1.5969 -0.113
H -0.0657 0.2318 2.9157 0.025
O 0.3747 1.0027 2.5391 -0.151
H -1.6086 0.2022 -2.5158 -0.125
H -1.5326 -0.9072 -3.5281 0.005
O -1.9574 -0.0536 -3.3980 -0.156
H 2.0853 0.0248 1.6720 -0.018
H 1.7222 -0.4591 0.3122 -0.094
O 2.4597 -0.4962 0.9466 -0.146
```

*x*
Molecular formula: H7O3S
Method: DFT, the ωB97M-V functional and the def2-TZVPD basis

Values from the calculation:
Charge   -1
Spin multiplicity   1
Frontier orbital gap   0.2888 Eh
LUMO level   4.0805 eV

Structure (XYZ):
```
11
Properties=species:S:1:pos:R:3:lowdin_charge:R:1
S -0.5197 -1.2130 0.0490 -0.050
H -0.2832 -1.5827 1.4590 -0.282
H -1.7914 -1.0601 -1.6737 -0.109
H -1.5577 -0.0531 -2.9731 0.047
O -2.3038 -0.5133 -2.4388 -0.256
H -0.6790 1.5163 1.7512 0.027
H 0.4537 0.5556 2.0433 -0.062
O 0.1293 1.4066 2.2882 -0.112
H 2.0586 1.0605 0.1073 0.053
H 1.9116 -0.3790 -0.3736 -0.116
O 2.5816 0.2623 -0.2387 -0.139
```

*w* is the most stable structure; the next one sits 0.0351 hartree above it.

*w*
Molecular formula: C6H12NO
Method: DFT, the ωB97M-V functional and the def2-TZVPD basis

Values from the calculation:
Charge   -1
Spin multiplicity   1
Frontier orbital gap   0.2042 Eh
LUMO level   2.8400 eV

Structure (XYZ):
```
20
Properties=species:S:1:pos:R:3:lowdin_charge:R:1
C 2.5838 0.5784 -0.4466 -0.615
O 2.8966 -0.6250 -0.9114 -0.293
C 2.0308 0.7964 0.9531 -0.194
C 0.6530 0.1981 0.8232 -0.049
C -0.2547 0.4466 -0.3233 -0.037
C -1.5380 -0.4396 -0.4657 -0.374
N -2.5990 0.0701 0.4286 -0.216
C -3.6556 -0.8053 0.1282 -0.406
H 1.9270 1.1510 -1.1249 0.064
H 3.5900 1.4298 -0.5596 0.116
H 2.6307 0.2729 1.7164 0.110
H 2.0722 1.8774 1.1737 0.113
H 0.3111 -0.4356 1.6863 0.152
H 0.6998 -0.3760 -0.3077 0.161
H -0.1544 1.3908 -0.8341 0.120
H -1.7759 -0.5973 -1.5396 0.099
H -1.1936 -1.4321 -0.0610 0.092
H -4.5618 -0.6052 0.7453 0.037
H -4.0583 -0.8429 -0.9619 0.051
H -3.3826 -1.9723 0.3446 0.069
```

*x*
Molecular formula: C6H12NO
Method: DFT, the ωB97M-V functional and the def2-TZVPD basis

Values from the calculation:
SMILES string   C/C(=C\N)CCC[O-]
Charge   -1
Spin multiplicity   1
Frontier orbital gap   0.2037 Eh
LUMO level   3.4118 eV

Structure (XYZ):
```
20
Properties=species:S:1:pos:R:3:lowdin_charge:R:1
C 0.7698 2.2145 -1.2341 -0.579
O 1.5020 2.8185 -2.2077 -0.400
C 1.3894 0.9876 -0.4595 -0.258
C 0.5262 0.5815 0.7161 -0.237
C -0.2445 -0.7119 0.6174 -0.323
C -1.5917 -0.5506 0.5055 -0.117
N -2.6793 -1.6124 0.5623 0.030
C 0.3953 -2.0114 0.4551 -0.089
H -0.1710 1.6891 -1.6451 0.093
H 0.6794 3.0089 -0.4792 0.068
H 1.6756 0.3862 -1.3651 0.105
H 2.4392 1.3503 -0.1546 0.106
H 1.1731 0.5204 1.6560 0.114
H 0.0940 1.5666 1.0434 0.109
H -1.9822 0.4811 0.3774 0.109
H -3.4132 -1.0105 0.2715 0.029
H -2.5099 -2.4138 0.0410 0.017
H 1.5292 -1.9765 0.5618 0.104
H 0.1587 -2.5468 -0.4411 0.067
H 0.2600 -2.7710 1.1789 0.050
```

*x* is the most stable structure; the next one sits 0.1383 hartree above it.